<a>
19
Properties=species:S:1:pos:R:3:lowdin_charge:R:1 method="wB97M-V/def2-TZVPD" spin_multiplicity=1 smiles="C=CN.CCC"
C 0.740 -0.102 -1.498 -0.12
C -0.603 -0.701 -1.913 -0.32
C -1.694 0.365 -2.051 -0.13
H 0.566 0.474 -0.585 0.05
H 1.524 -0.825 -1.305 0.07
H 1.038 0.606 -2.269 0.07
H -0.479 -1.270 -2.834 0.09
H -0.958 -1.388 -1.143 0.09
H -2.639 -0.093 -2.350 0.07
H -1.471 1.228 -2.671 0.07
H -1.963 0.709 -1.045 0.06
C 1.199 -0.869 2.924 -0.03
C 0.313 -0.058 2.351 -0.30
N 0.457 1.338 2.353 0.03
H 2.065 -0.521 3.472 0.05
H 1.111 -1.944 2.863 0.04
H -0.408 -0.437 1.637 0.09
H 1.393 1.677 2.309 0.07
H -0.193 1.812 1.754 0.06

<b>
19
Properties=species:S:1:pos:R:3:lowdin_charge:R:1 method="wB97M-V/def2-TZVPD" spin_multiplicity=1 smiles=CC[C@H](C)NC
C 0.116 -0.202 -0.075 -0.43
C -1.162 1.097 0.303 -0.16
C -0.011 -1.366 0.887 -0.08
C 2.574 -0.348 -0.613 -0.01
C -2.374 0.859 -0.563 -0.16
N 1.210 0.630 -0.027 -0.06
H 1.455 0.834 0.941 0.08
H -0.091 -0.510 -1.104 0.12
H -1.364 0.963 1.365 0.08
H -0.748 2.093 0.161 0.08
H 0.652 -2.176 0.582 0.06
H -1.034 -1.740 0.885 0.07
H 0.250 -1.060 1.900 0.08
H 2.667 0.041 -1.623 0.04
H 2.493 -1.436 -0.658 0.04
H 3.428 -0.091 0.009 0.04
H -3.158 1.594 -0.356 0.06
H -2.107 0.950 -1.617 0.07
H -2.798 -0.131 -0.395 0.06

<c>
19
Properties=species:S:1:pos:R:3:lowdin_charge:R:1 method="wB97M-V/def2-TZVPD" spin_multiplicity=1 smiles="C=NC.CCC"
C 1.972 -2.679 0.479 -0.13
C 1.102 -2.241 -0.698 -0.31
C 1.308 -0.733 -1.014 -0.12
H 1.551 -3.623 0.833 0.06
H 2.031 -1.921 1.257 0.07
H 2.950 -3.013 0.138 0.07
H 0.029 -2.415 -0.520 0.09
H 1.336 -2.853 -1.560 0.09
H 1.435 -0.572 -2.093 0.07
H 0.513 -0.091 -0.620 0.05
H 2.204 -0.316 -0.531 0.06
C -1.820 3.593 0.534 -0.14
C -2.304 1.315 0.433 -0.12
N -2.073 2.352 -0.234 -0.10
H -2.683 3.574 1.238 0.07
H -1.860 4.438 -0.168 0.07
H -0.879 3.582 1.092 0.07
H -2.258 0.348 -0.074 0.06
H -2.553 1.254 1.508 0.08

Least stable = <b>

<a>
19
Properties=species:S:1:pos:R:3:lowdin_charge:R:1 method="wB97M-V/def2-TZVPD" spin_multiplicity=1 smiles="C/C=C/C.CN"
C -1.475 -0.889 1.406 -0.19
C -1.217 0.306 0.846 -0.17
C -2.228 1.429 0.741 -0.11
C -0.492 -2.026 1.479 -0.12
H -2.462 -1.066 1.838 0.10
H -0.238 0.461 0.447 0.06
H -1.883 2.341 1.282 0.08
H -2.413 1.700 -0.278 0.06
H -3.155 1.124 1.181 0.05
H 0.409 -1.767 0.955 0.04
H -0.936 -2.943 1.005 0.08
H -0.234 -2.277 2.533 0.08
C 2.434 0.946 -2.272 -0.20
N 1.882 -0.025 -1.304 -0.08
H 3.461 0.754 -2.635 0.06
H 2.428 1.965 -1.797 0.08
H 1.762 1.012 -3.155 0.07
H 1.826 -0.915 -1.755 0.04
H 2.533 -0.132 -0.518 0.07

<b>
19
Properties=species:S:1:pos:R:3:lowdin_charge:R:1 method="wB97M-V/def2-TZVPD" spin_multiplicity=1 smiles=CCN(C)CC
C 2.509 -0.195 0.440 -0.07
C 1.210 -0.611 -0.371 -0.26
C -1.104 -0.755 -0.220 -0.23
C -2.572 -0.239 0.377 -0.11
C -0.047 1.424 -0.155 -0.19
H 3.571 -0.735 0.045 0.14
H 2.844 0.785 0.331 0.01
H 2.497 -0.362 1.435 0.01
H 1.278 -0.707 -1.398 0.08
H 1.154 -1.741 -0.191 0.12
H -1.442 -0.421 -1.172 0.07
H -0.909 -1.879 -0.105 0.13
H -2.283 -0.357 1.675 0.15
H -3.535 -0.751 -0.185 0.11
H -2.838 0.740 0.267 -0.04
H -1.114 1.836 0.510 0.14
H -0.329 1.785 -1.326 0.11
H 1.050 2.077 -0.044 0.14
N 0.062 0.105 0.088 -0.32

<c>
19
Properties=species:S:1:pos:R:3:lowdin_charge:R:1 method="wB97M-V/def2-TZVPD" spin_multiplicity=1 smiles="C=CC.CNC"
C -2.061 -1.138 0.083 -0.13
C -1.633 -0.572 1.388 -0.24
C -0.524 -0.941 2.038 -0.03
H -2.185 -0.273 -0.612 0.08
H -1.370 -1.781 -0.448 0.06
H -2.962 -1.721 0.183 0.06
H -2.131 0.357 1.668 0.10
H -0.294 -0.379 2.938 0.05
H 0.148 -1.753 1.819 0.06
C 1.122 -0.117 -1.729 -0.12
N 2.006 0.981 -1.132 -0.18
C 1.383 1.535 0.092 -0.15
H 0.108 0.218 -1.812 0.04
H 1.432 -0.182 -2.782 0.07
H 1.278 -1.028 -1.153 0.07
H 2.097 1.730 -1.807 0.07
H 0.566 2.182 -0.212 0.07
H 1.935 2.201 0.750 0.06
H 1.085 0.682 0.728 0.05

<d>
19
Properties=species:S:1:pos:R:3:lowdin_charge:R:1 method="wB97M-V/def2-TZVPD" spin_multiplicity=1 smiles=CC(C)[C@@H](C)N
C 1.912 0.559 -0.055 -0.07
C 0.631 -0.006 -0.676 -0.43
C -0.637 0.420 0.079 -0.42
C -1.882 0.149 -0.712 -0.09
C -0.746 -0.022 1.551 -0.07
N 0.661 -1.485 -0.811 0.04
H 1.813 1.645 -0.052 0.08
H 2.783 0.291 -0.647 0.07
H 2.055 0.254 0.981 0.07
H 0.558 0.418 -1.678 0.13
H -0.452 1.493 0.228 0.13
H -1.996 0.745 -1.631 0.08
H -1.894 -0.846 -1.170 0.08
H -2.823 0.286 -0.177 0.08
H 0.239 0.040 2.015 0.06
H -1.099 -1.039 1.734 0.08
H -1.366 0.694 2.088 0.08
H 0.685 -1.852 0.139 0.07
H 1.559 -1.744 -1.206 0.06

Least stable = <b>

<a>
29
Properties=species:S:1:pos:R:3:lowdin_charge:R:1 method="wB97M-V/def2-TZVPD" spin_multiplicity=1 smiles=CCCNCCCO.O.O
C 0.091 -0.010 -1.558 -0.26
N 0.752 -1.269 -1.204 -0.08
C 1.157 -1.522 0.197 -0.21
C 0.131 -1.027 1.197 -0.20
C 0.308 -1.367 2.668 -0.21
O -0.729 -0.637 3.419 -0.11
C -1.429 -0.111 -1.771 -0.23
C -1.982 1.269 -2.115 -0.11
H 0.576 0.330 -2.483 0.11
H 0.361 0.763 -0.861 0.06
H 0.372 -2.094 -1.634 0.10
H 1.229 -2.607 0.262 0.11
H 2.178 -1.171 0.296 0.10
H -0.841 -1.370 0.825 0.11
H 0.021 0.050 1.118 0.07
H 0.132 -2.423 2.848 0.12
H 1.178 -0.841 3.037 0.12
H -1.586 -0.975 3.120 0.08
H -1.499 -0.730 -2.666 0.10
H -1.900 -0.611 -0.928 0.09
H -3.040 1.359 -1.862 0.07
H -1.879 1.478 -3.181 0.07
H -1.499 2.075 -1.564 0.06
H 2.315 1.483 0.413 0.00
H 2.936 1.031 -0.991 0.03
O 3.071 1.523 -0.180 -0.05
H -0.314 3.182 0.909 0.06
H -0.124 1.949 1.797 0.05
O 0.016 2.273 0.892 -0.05

<b>
29
Properties=species:S:1:pos:R:3:lowdin_charge:R:1 method="wB97M-V/def2-TZVPD" spin_multiplicity=1 smiles="CCC/C=C(/C)N.O.O.O"
C -0.203 -3.127 0.042 -0.12
C 0.031 -1.558 -0.085 -0.23
C 1.542 -1.109 0.038 -0.23
N 0.844 1.808 0.316 0.07
C 1.410 1.269 -0.824 -0.40
C 1.764 -0.048 -0.998 -0.12
C 1.542 2.269 -2.017 -0.06
H 0.385 -3.689 0.823 0.08
H -1.242 -3.396 0.231 0.05
H -0.024 -3.552 -0.902 0.04
H -0.448 -1.363 -1.021 0.09
H -0.428 -1.020 0.888 0.12
H 2.170 -2.030 -0.147 0.11
H 1.837 -0.902 1.119 0.12
H 0.893 1.375 1.190 0.03
H 1.031 2.825 0.615 0.14
H 2.142 -0.184 -2.045 0.12
H 2.644 2.158 -2.432 0.11
H 1.575 3.348 -1.761 0.07
H 0.933 2.088 -2.864 0.05
H -1.971 2.283 -1.151 0.03
H -1.622 1.443 -0.020 0.01
O -2.427 1.812 -0.447 -0.07
H 0.410 0.593 3.855 0.02
H -0.821 0.970 3.087 0.03
O -0.222 1.287 3.770 -0.04
H -3.810 -0.447 -0.200 0.11
H -3.791 -1.640 0.921 0.02
O -4.147 -1.460 0.022 -0.15

Least stable = <b>

<a>
10
Properties=species:S:1:pos:R:3:lowdin_charge:R:1 method="wB97M-V/def2-TZVPD" spin_multiplicity=1 smiles=Oc1ncncn1
C 0.965 -0.111 -0.015 -0.49
C -0.963 1.054 0.023 -0.17
C -0.932 -1.147 -0.004 -0.21
H 2.689 0.681 -0.035 0.09
H -1.514 2.007 -0.049 0.12
H -1.538 -2.126 -0.080 0.14
N 0.367 1.103 -0.029 0.14
N -1.726 -0.077 0.110 0.09
N 0.371 -1.242 -0.010 0.16
O 2.281 -0.144 0.090 0.14

<b>
10
Properties=species:S:1:pos:R:3:lowdin_charge:R:1 method="wB97M-V/def2-TZVPD" spin_multiplicity=1
C 0.058 -0.626 0.730 -0.36
C -0.262 -0.297 -0.728 -0.02
C -0.134 0.967 -1.077 -0.17
H 0.226 -2.567 0.725 0.07
H -0.719 -1.005 -1.432 0.11
H -0.166 1.226 -2.194 0.16
N 0.303 -1.749 1.406 0.11
N 0.326 1.648 1.149 0.07
N 0.042 0.509 1.660 0.10
O 0.327 1.894 -0.239 -0.05

Least stable = <b>